Record 1
Below is the ion C5H7N4 with charge +1 in a non-equilibrium geometry, with properties calculated with ωB97M-V/def2-TZVPD.

The charge is +1. As for the LUMO energy (alpha / beta): -3.480 / -6.678 eV. The calculation puts the energy above the lowest of the compared OMol25 structures with the same formula, charge and spin at 416.94 kJ/mol. The value obtained for the gap between HOMO and LUMO (alpha / beta) is 0.257 / 0.288 Eh. As for the spin multiplicity: 3. The HOMO energy (alpha / beta) comes out at -10.48 / -14.50 eV. The expectation value of S² is 2.01.

Bonds (Å) are listed after each position.
Positions of all 16 atoms, in Å:
1 N -2.26 0.76 2.59  H2 0.969, N4 1.211
2 H -3.11 0.70 3.04  N1 0.969
3 H 0.61 2.47 -2.13  C11 1.036
4 N -2.06 0.08 1.61  N1 1.211, C5 1.173
5 C -1.69 -0.51 0.67  N4 1.173, C12 1.397
6 N -0.06 -1.34 -0.88  N10 1.424, C12 1.268
7 C 1.07 0.56 -1.46  N10 1.206, C11 1.301
8 H 1.87 1.64 -3.05  C11 1.078
9 H -1.71 -2.14 -0.87  C12 1.078
10 N 0.86 -0.29 -0.62  N6 1.424, C7 1.206, C14 1.468
11 C 1.18 1.61 -2.21  H3 1.036, C7 1.301, H8 1.078
12 C -1.19 -1.38 -0.31  C5 1.397, N6 1.268, H9 1.078
13 H 0.62 -0.61 1.40  C14 1.176
14 C 1.53 -0.49 0.67  N10 1.468, H13 1.176, H15 1.101, H16 1.056
15 H 2.25 0.31 0.89  C14 1.101
16 H 2.09 -1.38 0.65  C14 1.056

Record 2
Below is the molecule C2H3Cl2PS in a non-equilibrium geometry, with properties calculated with ωB97M-V/def2-TZVPD.

The charge is 0. As for the LUMO energy: 0.035 eV. The SMILES is C=CP(=S)(Cl)Cl. The calculation puts the energy above the lowest of the compared OMol25 structures with the same formula, charge and spin at 56.82 kJ/mol. The value obtained for the gap between HOMO and LUMO is 0.331 Eh. The HOMO energy comes out at -8.97 eV.

Bonds (Å) are listed after each position.
Positions of all 9 atoms, in Å:
1 Cl 2.21 -0.38 1.64  P2 2.060
2 P 1.20 0.12 -0.08  Cl1 2.060, C3 1.848, Cl5 1.965, S6 2.121
3 C -0.51 -0.47 0.27  P2 1.848, C7 1.355, H8 1.096
4 H -1.60 1.04 -0.87  C7 1.048
5 Cl 1.87 -1.18 -1.39  P2 1.965
6 S 1.67 2.18 -0.32  P2 2.121
7 C -1.56 0.27 -0.16  C3 1.355, H4 1.048, H9 1.078
8 H -0.78 -1.36 0.85  C3 1.096
9 H -2.50 -0.21 0.05  C7 1.078

Record 3
Below is a cluster of 5 separate species, C2H17N2O4 in total in a non-equilibrium geometry, with properties calculated with ωB97M-V/def2-TZVPD.

The charge is +2. As for the LUMO energy (alpha / beta): -6.915 / -13.034 eV. The calculation puts the energy above the lowest of the compared OMol25 structures with the same formula, charge and spin at 237.88 kJ/mol. The value obtained for the gap between HOMO and LUMO (alpha / beta) is 0.427 / 0.202 Eh. As for the spin multiplicity: 2. The HOMO energy (alpha / beta) comes out at -18.54 / -18.54 eV. The expectation value of S² is 0.75.

Bonds (Å) are listed after each position.
Positions of all 25 atoms, in Å:
1 H -0.64 -2.25 1.65  N3 1.025
2 O 1.61 -2.03 0.54  H12 0.958, H24 0.947
3 N -1.21 -1.46 1.31  H1 1.025, H4 1.025, C25 1.453
4 H -2.01 -1.45 1.95  N3 1.025
5 H -1.04 -2.40 -0.58  C25 1.087
6 H -1.29 -0.41 -1.86  C11 1.088
7 O 1.67 -0.25 -2.66  H13 0.961, H17 0.963
8 O -1.43 2.84 0.52  H14 0.966, H20 0.961
9 N 0.09 0.34 -0.49  H10 1.027, C11 1.525, H16 1.056, H19 1.016
10 H 0.10 1.36 -0.39  N9 1.027
11 C -1.30 -0.21 -0.79  H6 1.088, N9 1.525, H21 1.087, C25 1.532
12 H 1.73 -2.34 1.44  O2 0.958
13 H 1.02 -0.35 -3.37  O7 0.961
14 H -2.19 2.71 1.11  O8 0.966
15 H 1.48 2.26 2.42  O18 0.965
16 H 0.72 0.08 -1.29  N9 1.056
17 H 2.47 0.19 -2.94  O7 0.963
18 O 1.45 1.80 1.58  H15 0.965, H23 0.963
19 H 0.45 0.02 0.40  N9 1.016
20 H -1.85 3.44 -0.11  O8 0.961
21 H -1.92 0.66 -0.63  C11 1.087
22 H -2.60 -1.81 -0.23  C25 1.102
23 H 1.98 1.00 1.70  O18 0.963
24 H 1.99 -1.28 0.11  O2 0.947
25 C -1.53 -1.56 -0.10  N3 1.453, H5 1.087, C11 1.532, H22 1.102

Record 4
Below is a cluster of 2 separate species, C2H7OS in total in a non-equilibrium geometry, with properties calculated with ωB97M-V/def2-TZVPD.

The charge is -1. As for the LUMO energy: 3.879 eV. The calculation puts the energy above the lowest of the compared OMol25 structures with the same formula, charge and spin at 66.39 kJ/mol. The value obtained for the gap between HOMO and LUMO is 0.237 Eh. The HOMO energy comes out at -2.58 eV.

Bonds (Å) are listed after each position.
Positions of all 11 atoms, in Å:
1 C 0.08 -0.15 -0.84  C5 1.526, H6 1.087, H8 1.089, H10 1.098
2 O -0.18 -1.28 1.34  H4 0.978, C5 1.451
3 S -1.54 2.75 0.51  H11 1.340
4 H -0.15 -0.38 1.72  O2 0.978
5 C 0.56 -1.25 0.10  C1 1.526, O2 1.451, H7 1.093, H9 1.090
6 H 0.85 0.59 -1.07  C1 1.087
7 H 0.26 -2.22 -0.32  C5 1.093
8 H -0.86 0.29 -0.51  C1 1.089
9 H 1.62 -1.28 0.36  C5 1.090
10 H -0.18 -0.60 -1.80  C1 1.098
11 H -0.46 3.55 0.52  S3 1.340